No. 1
Molecular formula: C47H42BGeO4PReSi
Method: DFT, wB97M-V/def2-TZVPD

Output
HOMO: -11.057 eV
Relative energy (zero: lowest compared OMol25 entry of this formula, charge and spin): 94.2 kJ/mol
Total charge: +1
Calculated total energy: -4927.9480 Eh

Each line ends with the Löwdin charge.
Cartesian coordinates (Å):
Re: 0.737 0.866 -0.457  1.143
O: 4.378 0.338 0.537  0.141
C: 3.340 0.771 0.945  -0.556
O: 2.469 1.453 0.186  -0.207
C: 2.916 0.649 2.387  -0.141
C: 3.957 0.487 3.296  -0.007
C: 3.717 0.483 4.659  -0.037
C: 2.423 0.661 5.127  -0.043
C: 1.378 0.797 4.229  -0.094
C: 1.598 0.763 2.849  -0.268
P: 0.072 0.833 1.832  1.052
C: -0.723 2.316 2.505  -0.355
C: -0.008 3.510 2.431  -0.084
C: -0.567 4.681 2.912  -0.057
C: -1.839 4.666 3.470  -0.059
C: -2.549 3.477 3.553  -0.059
C: -1.993 2.300 3.072  -0.092
C: -0.912 -0.606 2.345  -0.327
C: -2.113 -0.838 1.674  -0.115
C: -2.948 -1.873 2.060  -0.076
C: -2.568 -2.722 3.091  -0.056
C: -1.350 -2.531 3.723  -0.059
C: -0.526 -1.474 3.361  -0.071
H: 4.961 0.392 2.905  0.129
H: 4.540 0.365 5.352  0.116
H: 2.222 0.694 6.190  0.116
H: 0.373 0.940 4.608  0.118
H: 0.984 3.525 1.992  0.115
H: -0.007 5.606 2.858  0.112
H: -2.273 5.582 3.850  0.112
H: -3.535 3.462 3.999  0.113
H: -2.545 1.372 3.157  0.106
H: -2.391 -0.212 0.841  0.057
H: -3.891 -2.022 1.546  0.116
H: -3.213 -3.538 3.388  0.114
H: -1.029 -3.208 4.504  0.116
H: 0.427 -1.359 3.857  0.096
C: -1.822 2.414 -3.114  -0.152
Si: -1.856 1.396 -1.543  0.587
C: -2.775 2.311 -0.210  -0.167
C: -2.697 -0.214 -1.980  -0.203
H: -2.819 2.287 -3.550  0.063
H: -1.092 2.064 -3.843  0.059
H: -1.669 3.480 -2.938  0.056
H: -3.753 2.591 -0.619  0.057
H: -2.255 3.224 0.078  0.040
H: -2.956 1.723 0.682  0.006
H: -3.719 0.012 -2.306  0.056
H: -2.757 -0.911 -1.149  0.007
H: -2.195 -0.716 -2.809  0.041
O: 0.994 2.889 -2.762  0.136
B: 0.298 2.659 -1.588  -0.778
O: 0.025 3.839 -0.916  0.122
C: 0.556 4.838 -1.715  -0.184
C: 0.542 6.199 -1.514  0.019
C: 1.154 6.971 -2.497  -0.068
C: 1.745 6.391 -3.617  -0.067
C: 1.751 5.013 -3.809  0.024
C: 1.142 4.261 -2.831  -0.186
H: 0.080 6.638 -0.640  0.123
H: 1.171 8.047 -2.389  0.109
H: 2.212 7.028 -4.356  0.110
H: 2.210 4.554 -4.673  0.127
C: -0.031 -0.560 -1.086  -0.375
Ge: 0.136 -2.512 -1.394  0.961
C: -1.506 -3.397 -1.924  -0.295
C: -1.673 -3.780 -3.253  -0.100
C: -2.838 -4.415 -3.662  -0.069
C: -3.846 -4.675 -2.743  -0.071
C: -3.687 -4.304 -1.414  -0.071
C: -2.522 -3.670 -1.007  -0.128
C: 1.506 -2.674 -2.760  -0.291
C: 2.003 -3.944 -3.052  -0.104
C: 3.020 -4.106 -3.981  -0.072
C: 3.554 -2.997 -4.626  -0.073
C: 3.067 -1.730 -4.344  -0.074
C: 2.047 -1.570 -3.416  -0.106
C: 0.824 -3.092 0.336  -0.269
C: 0.327 -4.198 1.021  -0.093
C: 0.912 -4.608 2.214  -0.081
C: 2.000 -3.921 2.732  -0.074
C: 2.514 -2.822 2.052  -0.067
C: 1.928 -2.420 0.861  -0.113
H: -0.889 -3.584 -3.977  0.102
H: -2.957 -4.709 -4.696  0.109
H: -4.753 -5.173 -3.062  0.108
H: -4.469 -4.514 -0.695  0.107
H: -2.403 -3.388 0.035  0.073
H: 1.600 -4.818 -2.550  0.109
H: 3.400 -5.096 -4.198  0.108
H: 4.352 -3.123 -5.346  0.108
H: 3.481 -0.865 -4.846  0.107
H: 1.669 -0.573 -3.212  0.079
H: -0.519 -4.750 0.627  0.098
H: 0.518 -5.471 2.736  0.111
H: 2.461 -4.250 3.655  0.110
H: 3.377 -2.293 2.437  0.107
H: 2.369 -1.590 0.311  0.084


No. 2
Molecular formula: C47H44AsBrN3O8PSSe2Sr
Method: DFT, wB97M-V/def2-TZVPD

Output
HOMO: -1.900 eV
Relative energy (zero: lowest compared OMol25 entry of this formula, charge and spin): 317.1 kJ/mol
Total charge: -2
Calculated total energy: -12966.7146 Eh

Each line ends with the Löwdin charge.
Cartesian coordinates (Å):
Sr: -1.608 -0.219 -0.951  1.347
N: 3.094 1.951 -0.367  -0.132
P: 1.683 1.791 0.658  1.075
C: 1.838 3.498 1.415  -0.326
C: 1.254 4.525 0.666  -0.110
C: 1.365 5.853 1.051  -0.103
C: 2.061 6.186 2.207  -0.114
C: 2.647 5.181 2.965  -0.102
C: 2.540 3.850 2.569  -0.091
C: 2.396 0.849 2.093  -0.392
C: 1.661 0.786 3.279  -0.111
C: 2.067 -0.025 4.333  -0.095
C: 3.222 -0.789 4.220  -0.117
C: 3.970 -0.725 3.050  -0.105
C: 3.557 0.085 1.998  -0.133
C: 3.016 1.717 -1.734  -0.420
C: 4.117 1.979 -2.563  -0.045
C: 4.012 1.681 -3.903  -0.097
C: 2.826 1.156 -4.410  -0.080
C: 1.789 0.957 -3.518  -0.128
N: 1.877 1.227 -2.210  0.088
H: 3.921 2.441 -0.062  0.097
H: 0.697 4.264 -0.231  0.106
H: 0.897 6.629 0.456  0.097
H: 2.140 7.223 2.517  0.089
H: 3.197 5.431 3.866  0.090
H: 3.009 3.079 3.170  0.092
H: 0.741 1.357 3.366  0.095
H: 1.465 -0.072 5.234  0.097
H: 3.529 -1.440 5.031  0.090
H: 4.869 -1.324 2.946  0.095
H: 4.128 0.107 1.076  0.083
H: 5.030 2.388 -2.146  0.096
H: 4.859 1.849 -4.558  0.097
H: 2.717 0.895 -5.454  0.091
H: 0.848 0.524 -3.844  0.115
C: -0.843 -4.571 3.045  -0.461
Se: -0.501 -3.703 1.375  0.967
C: 1.379 -3.428 1.738  -0.568
C: 2.181 -3.116 0.489  -0.550
Se: 1.704 -1.474 -0.419  0.931
C: 3.239 -1.678 -1.538  -0.375
H: -0.375 -4.004 3.852  0.014
H: -0.452 -5.588 3.029  0.010
H: -1.920 -4.592 3.202  0.011
H: 1.738 -4.353 2.192  0.063
H: 1.466 -2.613 2.462  0.049
H: 2.071 -3.891 -0.271  0.054
H: 3.228 -2.992 0.768  0.059
H: 3.230 -2.701 -1.911  0.019
H: 4.132 -1.486 -0.938  0.023
H: 3.186 -0.991 -2.371  0.006
O: -3.930 1.186 -3.487  -0.396
As: -3.365 2.002 -2.000  1.141
O: -1.686 1.845 -1.971  -0.768
O: -3.704 0.474 -0.554  -0.492
C: -4.755 -0.336 -0.916  -0.374
C: -6.024 -0.036 -0.449  -0.026
C: -7.124 -0.796 -0.828  -0.097
C: -6.970 -1.871 -1.693  -0.106
C: -5.705 -2.195 -2.162  -0.064
C: -4.593 -1.446 -1.789  -0.182
S: -2.972 -2.094 -2.270  0.462
O: -2.248 -0.992 -2.989  -0.500
O: -3.213 -3.259 -3.059  -0.278
O: -2.362 -2.335 -0.955  -0.514
H: -3.352 0.431 -3.709  -0.003
H: -6.127 0.814 0.214  0.114
H: -8.107 -0.536 -0.453  0.092
H: -7.828 -2.457 -1.997  0.089
H: -5.547 -3.037 -2.824  0.104
Br: 2.615 -1.497 -8.542  0.652
C: 2.677 -2.864 -7.209  -0.684
C: 3.385 -4.023 -7.483  -0.168
C: 3.438 -5.002 -6.495  -0.099
C: 2.795 -4.812 -5.275  -0.033
C: 2.091 -3.642 -5.019  -0.111
C: 2.037 -2.655 -6.000  -0.072
C: 1.458 -3.373 -3.640  -0.671
O: 1.625 -4.275 -2.790  -0.047
O: 0.911 -2.255 -3.529  -0.053
H: 3.873 -4.157 -8.438  0.082
H: 3.996 -5.913 -6.683  0.089
H: 2.824 -5.555 -4.487  0.106
H: 1.494 -1.746 -5.776  0.103
N: -1.062 0.749 1.180  -0.083
C: -1.740 1.206 2.121  -0.428
C: -2.509 0.339 3.121  -0.167
C: -1.948 -0.860 3.551  -0.040
C: -2.606 -1.659 4.479  -0.095
C: -3.860 -1.290 4.959  -0.119
C: -4.444 -0.111 4.507  -0.106
C: -3.762 0.703 3.607  -0.049
C: -1.848 2.709 2.397  -0.178
C: -2.023 3.583 1.326  -0.043
C: -2.138 4.949 1.533  -0.101
C: -2.027 5.476 2.817  -0.121
C: -1.816 4.617 3.890  -0.103
C: -1.750 3.242 3.680  -0.058
H: -0.992 -1.151 3.129  0.083
H: -2.145 -2.576 4.827  0.080
H: -4.378 -1.917 5.677  0.086
H: -5.428 0.177 4.861  0.088
H: -4.213 1.630 3.266  0.112
H: -2.054 3.159 0.328  0.070
H: -2.312 5.609 0.689  0.097
H: -2.100 6.546 2.979  0.086
H: -1.722 5.017 4.894  0.088
H: -1.620 2.572 4.525  0.110


No. 3
Molecular formula: C47H44Br2MnN5OSi
Method: DFT, wB97M-V/def2-TZVPD

Output
HOMO (spin up / spin down): -7.098 / -7.100 eV
Relative energy (zero: lowest compared OMol25 entry of this formula, charge and spin): 0.0 kJ/mol
Spin multiplicity: 6
Total charge: +1
<S²>: 8.7545
Calculated total energy: -8754.7721 Eh

Each line ends with the Löwdin charge.
Cartesian coordinates (Å):
Mn: -0.738 0.934 0.933  0.699
C: -3.665 1.918 2.482  -0.017
C: -2.540 1.953 3.469  -0.324
C: -2.691 2.526 4.726  -0.016
C: -1.632 2.496 5.615  -0.035
C: -0.455 1.865 5.249  -0.011
C: -0.375 1.302 3.982  -0.222
N: -1.390 1.374 3.104  0.085
C: 0.823 0.551 3.519  -0.197
C: 1.824 0.105 4.356  0.010
C: 2.862 -0.635 3.789  -0.017
C: 2.861 -0.923 2.443  0.022
C: 1.802 -0.460 1.646  -0.205
N: 0.840 0.277 2.205  0.075
C: 1.698 -0.701 0.196  -0.239
C: 2.565 -1.502 -0.437  0.027
C: 2.622 -1.611 -1.920  -0.254
C: 0.144 -1.669 -2.160  0.008
C: -0.100 -0.540 -1.491  -0.319
C: -1.356 0.221 -1.858  -0.049
N: 0.762 0.154 -0.536  -0.077
H: -4.556 2.396 2.882  0.088
H: -3.897 0.882 2.231  0.082
H: -3.394 2.422 1.553  0.044
H: -3.630 2.988 4.995  0.121
H: -1.724 2.950 6.592  0.122
H: 0.383 1.821 5.928  0.114
H: 1.810 0.303 5.416  0.112
H: 3.674 -0.982 4.414  0.121
H: 3.678 -1.471 2.001  0.117
H: 3.232 -2.117 0.152  0.125
H: 3.512 -2.176 -2.214  0.154
H: -0.668 -1.970 -2.818  0.115
H: -1.336 0.516 -2.908  0.086
H: -1.483 1.159 -1.308  -0.018
H: -2.255 -0.372 -1.680  0.064
Br: -0.179 4.622 2.766  0.727
C: -1.001 4.895 1.068  -0.917
Br: -1.142 3.286 -0.049  0.836
H: -0.403 5.576 0.474  0.010
H: -2.011 5.257 1.217  0.012
C: -3.183 -5.197 0.719  0.021
N: -2.252 -4.076 0.750  -0.058
N: -2.723 -2.801 0.481  0.071
C: -1.883 -1.890 1.072  -0.361
O: -1.967 -0.662 0.811  -0.099
C: -0.942 -2.633 1.830  0.083
C: -1.221 -3.958 1.622  -0.242
C: -0.599 -5.166 2.223  0.006
C: -3.442 -2.543 -0.722  -0.216
C: -3.097 -3.208 -1.891  -0.025
C: -3.777 -2.910 -3.062  -0.056
C: -4.778 -1.950 -3.063  -0.066
C: -5.109 -1.290 -1.888  -0.065
C: -4.449 -1.590 -0.707  -0.020
H: -4.073 -4.889 0.178  0.096
H: -3.464 -5.496 1.730  0.100
H: -2.730 -6.036 0.194  0.102
H: -0.134 -2.223 2.406  0.109
H: 0.326 -4.892 2.723  0.091
H: -0.377 -5.914 1.462  0.096
H: -1.264 -5.619 2.960  0.095
H: -2.287 -3.925 -1.891  0.123
H: -3.510 -3.421 -3.977  0.115
H: -5.301 -1.716 -3.980  0.110
H: -5.893 -0.545 -1.885  0.110
H: -4.704 -1.090 0.216  0.117
C: 0.287 4.811 -3.772  -0.083
C: -0.018 3.521 -4.181  -0.072
C: 0.554 2.437 -3.531  -0.104
C: 1.416 2.611 -2.445  -0.245
C: 1.742 3.919 -2.079  -0.120
C: 1.186 5.009 -2.732  -0.094
Si: 2.103 1.115 -1.551  0.726
C: 3.173 1.756 -0.119  -0.233
C: 2.706 2.557 0.923  -0.134
C: 3.518 2.929 1.982  -0.090
C: 4.842 2.509 2.015  -0.086
C: 5.338 1.727 0.983  -0.076
C: 4.511 1.356 -0.069  -0.078
C: 2.650 -0.242 -2.566  -0.257
C: 1.393 -2.497 -2.308  -0.259
C: 1.543 -3.074 -3.683  -0.112
C: 2.139 -2.471 -4.732  -0.134
C: 2.707 -1.161 -4.900  -0.134
C: 2.819 -0.165 -3.962  -0.162
H: -0.145 5.660 -4.286  0.105
H: -0.682 3.360 -5.020  0.107
H: 0.352 1.431 -3.891  0.102
H: 2.453 4.096 -1.282  0.095
H: 1.473 6.014 -2.448  0.104
H: 1.679 2.907 0.917  0.045
H: 3.130 3.557 2.775  0.091
H: 5.486 2.803 2.833  0.103
H: 6.373 1.409 0.995  0.105
H: 4.898 0.736 -0.870  0.107
H: 1.336 -3.339 -1.601  0.133
H: 1.198 -4.093 -3.817  0.085
H: 2.165 -3.073 -5.637  0.094
H: 2.974 -0.910 -5.919  0.076
H: 3.061 0.819 -4.361  0.096


No. 4
Molecular formula: C47H45CsI2N2OPSb
Method: DFT, wB97M-V/def2-TZVPD

Output
HOMO: -6.813 eV
Relative energy (zero: lowest compared OMol25 entry of this formula, charge and spin): 41.1 kJ/mol
Calculated total energy: -3199.8737 Eh

Each line ends with the Löwdin charge.
Cartesian coordinates (Å):
Cs: 0.203 -0.452 0.402  0.998
I: -7.917 -0.835 1.189  0.820
C: -5.904 -0.982 0.664  -0.760
C: -5.208 -2.153 0.919  -0.246
C: -3.872 -2.239 0.569  -0.625
I: -2.825 -4.004 0.942  0.995
C: -3.172 -1.174 -0.043  -0.499
O: -1.913 -1.231 -0.330  -0.607
C: -3.925 0.008 -0.295  -0.156
C: -3.240 1.154 -0.982  -0.179
N: -2.296 1.873 -0.111  -0.048
C: -1.534 2.865 -0.854  -0.190
C: -0.518 3.548 0.024  -0.267
C: -0.614 4.902 0.322  -0.012
C: 0.345 5.487 1.132  -0.056
C: 1.371 4.700 1.628  -0.057
C: 1.386 3.358 1.286  -0.145
N: 0.474 2.788 0.500  0.053
C: -5.260 0.089 0.059  -0.122
H: -5.699 -2.994 1.389  0.075
H: -3.990 1.876 -1.315  0.119
H: -2.724 0.775 -1.878  0.123
H: -1.658 1.195 0.286  -0.031
H: -2.235 3.610 -1.237  0.119
H: -1.016 2.438 -1.730  0.125
H: -1.436 5.481 -0.075  0.114
H: 0.289 6.540 1.376  0.110
H: 2.144 5.106 2.265  0.106
H: 2.177 2.710 1.653  0.094
H: -5.805 1.003 -0.143  0.097
C: -0.691 -4.978 -2.340  -0.086
C: -0.438 -6.040 -1.304  -0.336
C: -0.991 -7.308 -1.465  -0.050
C: -0.777 -8.311 -0.532  -0.081
C: 0.006 -8.061 0.583  -0.086
C: 0.568 -6.803 0.755  -0.139
C: 0.352 -5.790 -0.173  -0.353
Sb: 1.161 -3.821 0.030  1.443
C: 2.865 -4.079 -1.256  -0.341
C: 2.936 -3.140 -2.285  -0.163
C: 3.920 -3.203 -3.262  -0.095
C: 4.855 -4.223 -3.211  -0.083
C: 4.797 -5.162 -2.192  -0.048
C: 3.810 -5.112 -1.210  -0.301
C: 3.789 -6.176 -0.145  -0.056
C: 1.911 -3.963 2.041  -0.349
C: 0.966 -4.341 2.996  -0.149
C: 1.256 -4.316 4.353  -0.082
C: 2.505 -3.889 4.773  -0.082
C: 3.441 -3.481 3.835  -0.053
C: 3.164 -3.502 2.470  -0.300
C: 4.215 -3.023 1.505  -0.064
H: -1.412 -5.321 -3.080  0.081
H: 0.232 -4.716 -2.866  0.076
H: -1.093 -4.067 -1.887  0.039
H: -1.608 -7.504 -2.333  0.110
H: -1.224 -9.286 -0.677  0.102
H: 0.183 -8.837 1.316  0.102
H: 1.186 -6.619 1.626  0.090
H: 2.204 -2.339 -2.331  0.077
H: 3.960 -2.458 -4.046  0.102
H: 5.635 -4.286 -3.959  0.104
H: 5.533 -5.957 -2.155  0.111
H: 4.801 -6.515 0.082  0.084
H: 3.211 -7.043 -0.472  0.089
H: 3.337 -5.818 0.780  0.048
H: -0.024 -4.656 2.682  0.066
H: 0.505 -4.619 5.072  0.105
H: 2.749 -3.862 5.828  0.102
H: 4.413 -3.130 4.166  0.109
H: 5.001 -2.482 2.033  0.079
H: 3.798 -2.354 0.748  0.046
H: 4.676 -3.852 0.964  0.077
C: 3.496 2.010 -1.656  -0.269
P: 3.813 0.393 -0.846  0.981
C: 4.638 0.941 0.696  -0.394
C: 4.053 0.616 1.916  -0.135
C: 4.626 1.029 3.113  -0.080
C: 5.795 1.773 3.096  -0.081
C: 6.393 2.099 1.883  -0.074
C: 5.819 1.684 0.693  -0.083
C: 5.237 -0.236 -1.802  -0.397
C: 5.470 0.122 -3.127  -0.103
C: 6.512 -0.455 -3.843  -0.087
C: 7.337 -1.392 -3.242  -0.092
C: 7.115 -1.754 -1.920  -0.080
C: 6.072 -1.185 -1.210  -0.098
H: 3.022 1.851 -2.626  0.038
H: 4.404 2.599 -1.792  0.048
H: 2.792 2.568 -1.038  0.015
H: 3.145 0.023 1.934  0.072
H: 4.162 0.764 4.055  0.107
H: 6.247 2.094 4.025  0.104
H: 7.310 2.674 1.869  0.105
H: 6.297 1.925 -0.249  0.111
H: 4.841 0.855 -3.616  0.093
H: 6.678 -0.163 -4.872  0.104
H: 8.151 -1.839 -3.799  0.103
H: 7.752 -2.488 -1.443  0.107
H: 5.909 -1.479 -0.180  0.093